Computed, not measured: a cluster of 2 separate species, FNOS in total at a distorted geometry, with the ωB97M-V functional and the def2-TZVPD basis.

Positions of all 4 atoms, in Å:
N  0.20021  1.11901  -1.17528
O  -0.38145  0.72262  -2.05039
F  0.76189  -1.19017  2.05207
S  -0.58066  -0.65146  1.17361

Atomic forces in eV per Å
1.25 0.89 1.70
-1.21 -0.80 -1.82
-1.89 0.77 -1.24
1.85 -0.85 1.37

## Properties
- LUMO energy (alpha / beta): -0.476 / -2.749 eV
- Energy relative to the best compared isomer or geometry (same formula, charge and spin): 130.04 kJ/mol
- E: -17085.710 eV

Charges per atom according to Löwdin partitioning, unit e: -0.0188, -0.0368, -0.5985, 0.6541